Entry 1
Molecular formula: C3H5N3O
Method: DFT, wB97M-V/def2-TZVPD

Summary:
**LUMO**: 0.195 eV

Geometry as ORCA input:
```
! wB97M-V def2-TZVPD RIJCOSX def2/J DEFGRID3
* xyz 0 1
C -0.325 -1.470 0.341
C -1.242 -0.391 -0.173
N -2.183 0.296 -0.172
O -3.006 1.150 -0.268
H 0.700 -1.019 0.583
H 0.075 -2.145 -0.534
H -0.811 -2.074 1.081
N 3.022 0.368 -0.026
C 1.998 0.875 -0.208
N 0.699 1.160 -0.271
H 0.316 1.345 0.679
H 0.757 1.904 -1.034
*
```

Entry 2
Molecular formula: C3H5N3O
Method: DFT, wB97M-V/def2-TZVPD

Summary:
**LUMO**: -0.888 eV

Geometry as ORCA input:
```
! wB97M-V def2-TZVPD RIJCOSX def2/J DEFGRID3
* xyz 0 1
O -1.230 0.977 0.315
C -1.735 -0.269 0.013
C -0.346 -0.849 -0.220
N 0.263 -0.161 -1.295
N 1.349 0.266 -0.802
C 1.314 0.086 0.622
N 0.445 -0.966 0.827
H 0.364 0.907 0.795
H -2.346 -0.285 -0.902
H -2.252 -0.790 0.831
H 1.928 0.889 -1.352
H 2.246 0.195 1.170
*
```

The relative energies come out as entry 1 0.0000; entry 2 0.0368, with values in hartree.

Entry 1
Molecular formula: C3H5N3O
Method: DFT, wB97M-V/def2-TZVPD

Summary:
**LUMO**: 0.463 eV

Geometry as ORCA input:
```
! wB97M-V def2-TZVPD RIJCOSX def2/J DEFGRID3
* xyz 0 1
C -0.711 1.541 -0.270
N -0.236 0.216 -0.539
C 0.462 -0.511 0.228
N 0.920 -0.371 1.496
O 0.543 -1.793 -0.249
C -0.029 -1.800 -1.476
N -0.282 -2.201 -2.526
H -1.719 1.623 -0.678
H -0.075 2.260 -0.791
H -0.736 1.811 0.792
H 1.248 -1.193 1.973
H 0.615 0.418 2.039
*
```

Entry 2
Molecular formula: C3H5N3O
Method: DFT, wB97M-V/def2-TZVPD

Summary:
**LUMO (spin up / spin down)**: 0.335 / 0.335 eV

Geometry as ORCA input:
```
! wB97M-V def2-TZVPD RIJCOSX def2/J DEFGRID3
* xyz 0 1
C -0.399 0.452 -0.186
N -0.482 1.009 1.113
C -0.259 -2.017 -0.092
N 0.579 1.049 -1.061
N 0.151 -0.880 0.300
C 1.519 1.778 -0.867
O 2.453 2.471 -0.829
H -1.328 0.319 -0.751
H 0.118 -0.200 1.426
H -1.445 1.051 1.431
H 0.005 -2.904 0.471
H -0.912 -2.127 -0.955
*
```

The relative energies come out as entry 1 0.0000; entry 2 0.0437, with values in hartree.

Entry 1
Molecular formula: C3H5N3O
Method: DFT, wB97M-V/def2-TZVPD

Summary:
**LUMO (spin up / spin down)**: -0.040 / -0.279 eV

Geometry as ORCA input:
```
! wB97M-V def2-TZVPD RIJCOSX def2/J DEFGRID3
* xyz 0 1
C 0.072 1.254 -0.048
C -0.703 2.338 -0.489
C -0.824 0.196 -0.137
N -1.957 1.953 -0.730
N -1.974 0.620 -0.631
N 0.748 -2.472 0.438
O -0.471 -2.269 0.156
H 1.048 1.270 0.204
H -0.267 3.310 -0.543
H -2.797 0.101 -0.497
H 1.169 -3.229 -0.094
H 1.198 -2.509 1.315
*
```

Entry 2
Molecular formula: C3H5N3O
Method: DFT, wB97M-V/def2-TZVPD

Summary:
**LUMO**: -0.517 eV

Geometry as ORCA input:
```
! wB97M-V def2-TZVPD RIJCOSX def2/J DEFGRID3
* xyz 0 1
C 1.479 1.475 0.362
C 0.642 0.159 0.429
C -0.970 -1.353 0.759
H 0.657 2.219 -0.514
H 2.595 1.201 -0.153
H 1.820 2.115 1.437
H -1.416 -2.286 1.305
H -2.182 -0.438 -2.256
N -0.007 -0.666 1.372
N -0.876 -1.025 -0.535
N -0.048 -0.017 -0.728
O -1.693 -1.385 -1.479
*
```

The relative energies come out as entry 1 0.0000; entry 2 0.0133, with values in hartree.

Entry 1
Molecular formula: C3H5N3O
Method: DFT, wB97M-V/def2-TZVPD

Summary:
**LUMO**: 0.751 eV

Geometry as ORCA input:
```
! wB97M-V def2-TZVPD RIJCOSX def2/J DEFGRID3
* xyz 0 1
H 2.238 0.353 -1.199
N 1.268 0.468 -0.931
C 0.744 -0.510 -0.346
N 1.183 -1.728 0.031
N -0.718 -0.402 0.010
O -1.325 -1.471 0.342
C -1.049 0.779 0.315
C -1.458 1.977 0.560
H 1.982 -2.138 -0.413
H 0.416 -2.344 0.304
H -2.001 2.550 -0.182
H -1.279 2.465 1.510
*
```

Entry 2
Molecular formula: C3H5N3O
Method: DFT, wB97M-V/def2-TZVPD

Summary:
**LUMO**: 0.561 eV

Geometry as ORCA input:
```
! wB97M-V def2-TZVPD RIJCOSX def2/J DEFGRID3
* xyz 0 1
C 0.487 0.915 0.299
C 1.465 -0.075 -0.102
C -0.745 -0.738 -0.205
H 1.268 2.311 1.681
H -0.233 3.026 0.279
H 2.501 -0.049 -0.211
H 1.023 -1.858 -0.983
H -2.478 -1.390 -0.915
N 0.771 2.232 0.569
N 0.481 -1.125 -0.174
N -0.785 0.534 0.152
O -1.575 -1.768 -0.453
*
```

The relative energies come out as entry 1 0.0000; entry 2 0.0087, with values in hartree.

Entry 1
Molecular formula: C3H5N3O
Method: DFT, wB97M-V/def2-TZVPD

Summary:
**LUMO**: 0.715 eV

Geometry as ORCA input:
```
! wB97M-V def2-TZVPD RIJCOSX def2/J DEFGRID3
* xyz 0 1
N 2.223 -0.627 0.082
C 1.079 -0.048 0.422
C -0.591 1.731 -0.610
N -1.456 0.947 0.027
C -1.300 -0.466 0.090
O -2.247 -1.216 0.133
N 0.016 -0.872 0.097
H 2.309 -1.479 -0.472
H 3.077 -0.122 0.261
H -0.932 2.767 -0.410
H -2.308 1.248 0.497
H 0.130 -1.862 -0.118
*
```

Entry 2
Molecular formula: C3H5N3O
Method: DFT, wB97M-V/def2-TZVPD

Summary:
**LUMO**: 0.502 eV

Geometry as ORCA input:
```
! wB97M-V def2-TZVPD RIJCOSX def2/J DEFGRID3
* xyz 0 1
O 1.978 0.264 -0.540
N 0.657 0.143 -0.594
C 0.086 1.378 -0.025
N -1.157 1.526 0.005
N -2.058 0.314 -0.514
C -1.394 -0.712 -0.266
C 0.084 -0.865 0.274
H 2.219 -0.010 0.483
H 0.812 2.264 0.457
H -2.095 -1.576 -0.518
H 0.407 -1.783 -0.068
H 0.460 -0.944 1.308
*
```

The relative energies come out as entry 1 0.0000; entry 2 0.0904, with values in hartree.

Entry 1
Molecular formula: C3H5N3O
Method: DFT, wB97M-V/def2-TZVPD

Summary:
**LUMO**: 0.314 eV

Geometry as ORCA input:
```
! wB97M-V def2-TZVPD RIJCOSX def2/J DEFGRID3
* xyz 0 1
H -1.879 -1.504 1.461
N -1.571 -0.704 0.736
C -0.279 -0.566 0.873
N 0.552 0.086 -0.117
C 1.911 -0.340 -0.140
O 2.321 -1.422 0.412
N 0.154 1.014 -0.889
C -1.024 1.347 -1.026
H 0.215 -1.170 1.478
H 2.624 0.348 -0.493
H -1.131 2.295 -1.605
H -1.893 0.616 -0.690
*
```

Entry 2
Molecular formula: C3H5N3O
Method: DFT, wB97M-V/def2-TZVPD

Summary:
**LUMO**: 0.569 eV

Geometry as ORCA input:
```
! wB97M-V def2-TZVPD RIJCOSX def2/J DEFGRID3
* xyz 0 1
N 0.312 0.205 -1.709
C 0.794 0.254 -0.659
C 1.469 0.387 0.651
O 2.851 0.586 0.499
H 0.976 1.197 1.207
H 1.329 -0.534 1.221
H 2.989 1.364 -0.057
N -2.387 -1.246 -1.319
C -2.103 -0.852 -0.200
N -1.763 -0.601 0.958
H -2.053 -0.699 -2.106
H -2.415 -0.061 1.514
*
```

The relative energies come out as entry 1 0.0737; entry 2 0.0000, with values in hartree.

Entry 1
Molecular formula: C6H13N
Method: DFT, wB97M-V/def2-TZVPD

Summary:
**LUMO**: 1.133 eV

Geometry as ORCA input:
```
! wB97M-V def2-TZVPD RIJCOSX def2/J DEFGRID3
* xyz 0 1
C -0.032 -1.600 -2.456
C 0.627 -1.239 -1.317
C -0.030 -1.060 0.035
C 0.881 -0.384 1.070
C 0.904 1.183 0.699
C -0.560 1.615 0.415
N -1.451 1.191 1.525
H -1.076 -1.789 -2.493
H 0.350 -1.461 -3.475
H 1.691 -1.627 -1.290
H -0.407 -2.101 0.384
H -0.858 -0.553 -0.220
H 0.539 -0.371 2.051
H 1.920 -0.746 1.160
H 1.415 1.359 -0.288
H 1.219 1.740 1.505
H -1.002 1.187 -0.533
H -0.442 2.776 0.035
H -1.417 0.168 1.722
H -2.271 1.713 1.471
*
```

Entry 2
Molecular formula: C6H13N
Method: DFT, wB97M-V/def2-TZVPD

Summary:
**LUMO**: 0.892 eV

Geometry as ORCA input:
```
! wB97M-V def2-TZVPD RIJCOSX def2/J DEFGRID3
* xyz 0 1
C -1.747 1.077 -0.739
C -0.423 1.352 0.106
C 0.704 0.326 -0.097
C 1.711 0.370 0.756
N 1.601 0.887 2.112
C 0.473 -0.905 -0.980
C -0.621 -1.943 -0.604
H -2.216 0.130 -0.332
H -2.562 1.561 -0.305
H -1.847 1.168 -1.817
H -0.111 2.387 -0.152
H -0.721 1.414 1.089
H 2.341 -0.512 0.582
H 2.656 1.179 2.330
H 1.566 0.017 2.762
H 0.204 -0.506 -1.913
H 1.458 -1.407 -1.068
H -1.622 -1.691 -1.200
H -0.558 -1.982 0.505
H -0.287 -2.921 -1.034
*
```

Entry 3
Molecular formula: C6H13N
Method: DFT, wB97M-V/def2-TZVPD

Summary:
**LUMO**: 1.130 eV

Geometry as ORCA input:
```
! wB97M-V def2-TZVPD RIJCOSX def2/J DEFGRID3
* xyz 0 1
C -1.176 1.743 -1.794
C -0.023 1.116 -1.597
C -0.006 -0.391 -1.364
C 0.163 -0.717 0.119
C -1.184 -1.237 0.656
N 0.745 0.358 0.903
C 1.729 0.011 1.912
H -1.306 2.818 -1.873
H -2.088 1.169 -1.925
H 0.900 1.638 -1.432
H 0.891 -0.716 -1.905
H -0.848 -0.794 -1.919
H 0.836 -1.551 0.222
H -1.378 -2.198 0.159
H -1.993 -0.575 0.335
H -1.253 -1.483 1.719
H 0.018 0.981 1.218
H 2.541 0.734 1.898
H 1.316 0.090 2.907
H 2.116 -0.994 1.763
*
```

The relative energies come out as entry 1 0.0620; entry 2 0.0528; entry 3 0.0000, with values in hartree.